The following is a quantum chemistry calculation of a single C2H4N2OS2 molecule at a distorted geometry, from the OMol25 dataset.

Structure (XYZ):
```
11
Properties=species:S:1:pos:R:3:forces:R:3
S -1.6587 -2.2384 -2.0770 0.003 -0.315 -0.350
C -0.3334 -1.2723 -2.0634 -0.140 -1.998 -1.768
N -0.1255 -0.4235 -1.0904 4.703 3.915 -0.905
O -0.9328 -0.4179 -0.0295 -0.926 1.027 1.809
C -0.5546 0.3813 1.0317 0.671 -0.600 1.616
N 0.4318 1.1851 1.0823 0.131 -0.171 0.305
S 0.9058 1.9777 2.6817 0.891 -1.205 -1.788
H 0.4688 -1.4434 -2.8882 -1.174 1.123 1.716
H 0.6064 0.4097 -1.1150 -1.980 -2.457 0.213
H -1.1591 0.0097 1.8886 0.173 0.635 -0.600
H 2.3513 1.8321 2.5792 -2.353 0.045 -0.247
```
Positions in Å, forces in eV/Å.

Properties
Energy ... -1059.59385 hartree
Structure (SMILES) ... S=CNO/C=N/S
LUMO energy ... 0.17 eV
Relative energy (zero: lowest compared OMol25 entry of this formula, charge and spin) ... 392.29 kJ/mol
2S+1 ... 1

***

The following is a quantum chemistry calculation of 6 unconnected molecules or ions with the total composition C25H57N5O8S at a distorted geometry, from the OMol25 dataset.

Structure (XYZ):
```
96
Properties=species:S:1:pos:R:3:forces:R:3
C 9.8124 -1.0540 -0.8540 -0.494 -0.534 -0.576
C 8.8366 -1.7578 -1.8297 -0.260 0.941 0.706
C 7.3977 -1.2438 -1.6503 0.603 -0.851 -0.750
C 6.4090 -2.0762 -2.4970 -0.010 0.168 0.420
C 5.2553 -2.7142 -1.6954 -0.330 0.999 -0.299
C 3.8831 -2.1746 -2.1559 0.276 -0.817 -0.119
C 2.7053 -3.1134 -1.8277 0.390 0.211 0.591
C 1.6265 -2.5441 -0.8938 -0.015 -0.157 -0.653
C 1.2206 -1.0882 -1.1598 -0.173 0.105 0.285
C -0.2822 -0.9038 -1.4034 0.418 -0.683 0.245
O -0.8821 0.1905 -0.6685 0.835 0.359 -1.500
S -0.3689 1.7109 -1.0128 -1.351 0.588 0.836
O 0.6692 1.9964 -0.0595 0.752 0.150 0.128
O 0.3503 1.5401 -2.4862 0.138 -0.330 0.169
H 10.5549 -0.5022 -1.4163 0.335 0.092 0.095
H 9.2781 -0.3415 -0.2398 0.025 0.112 0.219
H 10.2914 -1.8012 -0.2300 0.262 0.102 0.218
H 8.8164 -2.8292 -1.6600 0.238 -0.241 -0.244
H 9.1387 -1.5077 -2.8417 0.055 -0.487 -0.313
H 7.1509 -1.3082 -0.5968 -0.173 0.209 0.228
H 7.3995 -0.2119 -1.9852 -0.222 0.313 0.293
H 6.0140 -1.4135 -3.2604 -0.283 -0.013 -0.206
H 6.9435 -2.8553 -3.0344 0.190 -0.100 -0.057
H 5.2692 -3.7978 -1.7284 0.093 -0.185 -0.057
H 5.3617 -2.3856 -0.6659 0.092 -0.391 0.368
H 3.7764 -1.1897 -1.7141 -0.205 0.214 -0.064
H 3.9294 -2.0614 -3.2343 -0.045 0.255 -0.213
H 2.2788 -3.5125 -2.7418 -0.232 0.141 -0.227
H 3.1309 -3.9755 -1.3186 -0.047 -0.268 0.036
H 1.9597 -2.6774 0.1309 0.007 0.172 0.196
H 0.7443 -3.1704 -1.0031 -0.130 -0.198 0.126
H 1.7469 -0.6596 -2.0034 0.189 -0.042 -0.190
H 1.5133 -0.4888 -0.3055 -0.053 0.223 0.150
H -0.4631 -0.7994 -2.4694 -0.235 0.231 -0.097
H -0.8010 -1.7934 -1.0655 -0.328 0.047 0.240
H 0.9227 2.3278 -2.5738 -0.192 -0.416 0.038
C -3.7465 1.0232 -1.9456 -0.097 0.008 -0.045
O -3.6690 2.2327 -2.0808 -0.016 -0.007 -0.081
N -4.6908 0.2513 -2.5158 0.016 -0.116 0.001
C -4.7307 -1.1823 -2.3050 -0.092 0.170 -0.093
C -5.6947 0.8788 -3.3585 0.093 0.199 0.082
H -3.0460 0.4536 -1.3229 0.043 -0.065 0.038
H -4.6311 -1.7063 -3.2585 0.000 -0.071 0.039
H -5.6774 -1.4679 -1.8418 0.018 -0.073 0.008
H -3.9163 -1.4858 -1.6494 0.011 0.024 0.024
H -5.2156 1.3877 -4.1961 -0.022 -0.006 -0.031
H -6.2563 1.6186 -2.7866 -0.048 -0.056 -0.054
H -6.3770 0.1215 -3.7362 0.004 -0.042 0.032
C -2.4757 -2.2202 2.8290 -0.043 -0.041 -0.045
O -2.3146 -2.5316 1.6575 -0.013 0.022 -0.010
N -2.1789 -1.0243 3.3507 0.107 -0.110 0.138
C -2.4099 -0.6948 4.7427 0.066 0.150 -0.116
C -1.6307 -0.0100 2.4724 0.040 -0.169 -0.156
H -2.8968 -2.9215 3.5699 0.015 -0.003 -0.003
H -3.0991 0.1442 4.7698 0.034 -0.057 0.309
H -1.4705 -0.4216 5.2314 -0.013 -0.075 0.017
H -2.8472 -1.5462 5.2619 0.010 -0.030 -0.030
H -2.3341 0.1937 1.6662 0.077 0.074 -0.030
H -0.7031 -0.3742 2.0297 0.007 0.103 -0.066
H -1.4389 0.9040 3.0269 -0.057 -0.020 0.076
C 9.7188 1.2079 2.1911 -0.101 -0.050 -0.059
O 9.6246 1.5943 1.0430 0.036 0.122 0.083
N 10.6597 1.6213 3.0620 0.018 -0.047 0.156
C 10.7245 1.1235 4.4211 0.119 0.154 -0.146
C 11.6367 2.5984 2.6133 -0.113 -0.050 -0.104
H 9.0245 0.4663 2.6234 0.021 0.007 0.010
H 10.6135 1.9466 5.1299 -0.002 -0.055 0.066
H 11.6838 0.6323 4.5974 -0.025 -0.025 0.078
H 9.9265 0.4045 4.5920 -0.022 -0.006 -0.029
H 11.1338 3.5113 2.2934 0.050 0.022 -0.018
H 12.1969 2.2053 1.7645 0.027 0.050 -0.006
H 12.3217 2.8271 3.4256 -0.013 -0.026 0.038
C -5.5301 1.6252 3.2710 0.047 -0.015 -0.127
O -4.4974 1.0743 3.6193 -0.224 0.162 -0.019
N -5.8071 1.9597 2.0035 -0.062 0.059 0.031
C -7.0476 2.6023 1.6131 0.210 -0.046 0.090
C -4.8220 1.6638 0.9725 -0.064 -0.027 0.126
H -6.3304 1.8910 3.9820 0.014 0.000 -0.007
H -7.5674 1.9767 0.8948 -0.078 0.050 -0.084
H -6.8343 3.5691 1.1527 -0.094 0.005 -0.030
H -7.6821 2.7576 2.4850 0.063 -0.014 0.058
H -4.6263 0.5900 0.9413 0.023 -0.004 -0.022
H -3.8842 2.1748 1.1918 0.019 -0.006 -0.066
H -5.1951 1.9936 0.0064 -0.040 0.049 0.072
C -9.4383 2.1083 -1.0083 -0.002 0.109 -0.047
O -8.3041 1.7632 -1.2854 -0.045 -0.090 -0.062
N -10.5200 1.3155 -1.0964 -0.114 0.036 0.040
C -11.8488 1.7818 -0.7512 0.088 -0.189 -0.075
C -10.3417 -0.0525 -1.5547 0.128 0.089 0.006
H -9.6749 3.1259 -0.6517 -0.001 -0.022 -0.004
H -12.2599 1.1787 0.0606 -0.062 0.047 0.003
H -12.5099 1.7077 -1.6165 -0.057 0.037 0.040
H -11.8072 2.8201 -0.4301 0.035 0.014 -0.002
H -9.6613 -0.5847 -0.8894 -0.003 -0.046 -0.028
H -9.9105 -0.0584 -2.5559 0.000 -0.052 -0.003
H -11.3030 -0.5588 -1.5706 -0.031 0.031 0.015
```
Positions in Å, forces in eV/Å.

Properties
Energy ... -2260.60042 hartree
LUMO energy ... 0.47 eV
2S+1 ... 1

***

The following is a quantum chemistry calculation of a molecular structure, C16H24ClNO2Pb at a distorted geometry, from the OMol25 dataset.

Structure (XYZ):
```
45
Properties=species:S:1:pos:R:3:forces:R:3
C 0.2657 0.8401 -6.8237 0.007 0.004 -0.112
C 1.6426 1.3893 -7.1308 0.073 0.026 0.073
C 0.0390 -0.5135 -7.4626 -0.018 -0.084 0.050
C -0.8293 1.8244 -7.1761 -0.064 0.046 0.080
Cl 0.1870 0.5846 -4.9763 -0.003 -0.015 0.033
H 0.0769 -0.4106 -8.5483 0.009 0.047 -0.001
H -0.9331 -0.9181 -7.1928 -0.093 -0.007 0.005
H 0.8039 -1.2244 -7.1609 0.086 -0.037 0.008
H 1.7336 1.5550 -8.2056 -0.049 -0.018 -0.011
H 2.4208 0.6941 -6.8266 0.050 -0.080 0.002
H 1.8103 2.3367 -6.6251 -0.013 0.087 0.024
H -0.8204 2.0042 -8.2523 0.040 -0.033 -0.013
H -0.6814 2.7754 -6.6709 0.042 0.077 0.024
H -1.8081 1.4382 -6.9035 -0.075 -0.057 -0.002
C 1.7341 -1.2842 1.2348 0.938 -1.764 -0.384
C 1.0886 -2.1890 0.3574 0.178 -0.555 0.818
C 1.3872 -1.8118 -0.9770 -0.492 -2.178 0.118
H 0.4771 -3.0249 0.6532 0.009 -0.089 -0.027
C 2.2299 -0.6796 -0.9247 2.068 1.968 1.245
C 2.4404 -0.3529 0.4400 1.319 -0.249 -1.144
H 3.0491 0.4519 0.8171 0.030 0.075 -0.122
H 1.7210 -1.3206 2.3109 -0.012 -0.058 -0.033
H 1.0575 -2.3166 -1.8694 -0.018 -0.062 -0.116
H 2.6486 -0.1670 -1.7737 0.037 0.080 -0.102
C -2.1231 1.1414 0.6696 -1.387 0.511 -0.765
C -2.0419 -0.0570 1.4151 -1.762 -0.634 -0.366
C -2.1374 -1.1339 0.5004 -0.399 -0.397 0.891
H -1.9589 -0.1361 2.4859 -0.040 -0.131 -0.037
C -2.2671 -0.6006 -0.8081 -0.789 -1.919 0.065
C -2.2643 0.8076 -0.7009 -0.344 2.584 1.308
H -2.3560 1.5077 -1.5127 -0.015 0.076 -0.124
H -2.0997 2.1386 1.0741 0.055 0.103 -0.146
H -2.1160 -2.1805 0.7550 -0.061 -0.059 -0.031
H -2.3766 -1.1679 -1.7172 -0.034 -0.058 -0.101
Pb 0.0000 0.0000 0.0000 0.315 2.057 -3.053
N -0.2311 1.9304 4.5099 -0.827 -0.554 0.981
C 0.8129 2.4665 3.6327 1.644 0.893 -0.256
C 0.5413 2.1024 2.2044 -1.025 3.360 -6.210
O 0.4147 3.0334 1.2844 0.696 -4.050 4.521
O 0.4146 0.8321 1.9002 0.547 1.437 3.238
H -1.1635 2.3251 4.2463 0.699 -0.403 0.432
H -0.0163 2.1904 5.4988 -0.420 -0.269 -0.678
H -0.2607 0.8868 4.4413 -0.130 0.884 0.102
H 0.8649 3.5716 3.7417 -0.140 -0.799 -0.145
H 1.7938 2.0355 3.9293 -0.631 0.242 -0.038
```
Positions in Å, forces in eV/Å.

Properties
Energy ... -1481.55467 hartree
Charge ... +2
LUMO energy (spin up / spin down) ... -9.69 / -9.67 eV
2S+1 ... 1

***

The following is a quantum chemistry calculation of a single C3H8OS molecule at a distorted geometry, from the OMol25 dataset.

Structure (XYZ):
```
13
Properties=species:S:1:pos:R:3:forces:R:3
C 1.3851 -1.3640 0.4341 -3.633 0.291 1.675
C 0.0006 -0.6348 -0.0417 2.832 -0.848 2.926
S 0.3223 0.6500 -1.4304 1.128 0.342 2.890
C -0.7309 -0.1444 1.3621 0.746 -1.713 1.020
O -1.5748 0.8784 0.9305 2.263 0.266 -2.167
H 1.1362 -1.9587 1.3677 0.048 0.200 -1.316
H 1.7795 -1.9353 -0.3152 0.636 -2.016 -1.960
H 2.2215 -0.8239 0.7636 0.676 1.974 0.336
H -0.6813 -1.3867 -0.4461 0.276 0.268 -0.347
H 1.2906 1.4469 -0.6559 -1.575 -1.407 -1.334
H -1.3313 -1.2378 1.8375 1.577 3.407 -1.493
H 0.0563 0.2170 2.3390 -1.981 -1.033 -3.063
H -0.9595 1.1105 0.0251 -2.993 0.268 2.832
```
Positions in Å, forces in eV/Å.

Properties
Energy ... -592.41096 hartree
Structure (SMILES) ... C[C@H](S)CO
LUMO energy ... 0.61 eV
Relative energy (zero: lowest compared OMol25 entry of this formula, charge and spin) ... 281.16 kJ/mol
2S+1 ... 1

***

The following is a quantum chemistry calculation of 2 unconnected molecules or ions with the total composition BrCl2HSi at a distorted geometry, from the OMol25 dataset.

Structure (XYZ):
```
5
Properties=species:S:1:pos:R:3:forces:R:3
Si -0.2346 -0.3678 -0.1901 1.989 3.080 1.391
Cl -0.0513 2.0118 1.4200 -0.226 -2.215 -1.650
Cl 0.3735 0.0749 -2.0721 -0.743 -0.063 0.316
Br 1.5518 -1.2908 0.6811 -0.891 -0.226 0.075
H -1.6394 -0.4282 0.1611 -0.129 -0.577 -0.132
```
Positions in Å, forces in eV/Å.

Properties
Energy ... -3784.54045 hartree
LUMO energy ... -1.20 eV
Relative energy (zero: lowest compared OMol25 entry of this formula, charge and spin) ... 29.14 kJ/mol
2S+1 ... 1

***

The following is a quantum chemistry calculation of a molecular structure, C28H21CrF6N3O3PSe2, from the OMol25 dataset.

Structure (XYZ):
```
65
Properties=species:S:1:pos:R:3:forces:R:3
Cr -0.3129 -0.3251 -0.3867 0.142 0.086 -0.153
O 3.6463 -0.1647 -1.4078 0.010 -0.030 0.005
C 2.4373 -0.2704 -1.2874 -0.036 0.084 0.015
N 1.6458 -0.1691 -0.1952 -0.009 0.000 0.022
C 2.1180 0.1966 1.0984 0.001 -0.129 0.049
O 3.2975 0.3986 1.3831 -0.033 0.050 -0.032
C 1.0363 0.2569 2.0472 0.033 0.029 -0.019
C 1.2583 0.5363 3.4137 -0.041 0.007 0.017
C 0.2257 0.4867 4.3022 0.013 -0.011 0.002
C -1.0797 0.1299 3.8371 0.001 -0.014 -0.045
C -1.2472 -0.1115 2.4993 0.013 -0.028 0.080
N -0.2514 -0.0309 1.6017 -0.035 0.013 -0.015
C 1.6122 -0.5419 -2.5354 0.019 -0.041 -0.037
C 2.2329 -0.7549 -3.7553 0.000 -0.007 0.008
C 1.4467 -1.0176 -4.8613 0.003 0.003 -0.003
C 0.0664 -1.0583 -4.7176 0.007 -0.004 -0.018
C -0.4778 -0.8280 -3.4688 -0.031 0.002 0.027
N 0.2837 -0.5705 -2.4070 -0.004 0.029 0.114
H 2.2716 0.7687 3.7127 0.001 0.005 -0.003
H 0.3948 0.6923 5.3523 -0.002 0.008 -0.003
H -1.9248 0.0580 4.5068 0.001 -0.004 -0.005
H -2.2148 -0.3874 2.0968 -0.017 0.016 -0.010
H 3.3122 -0.7138 -3.7864 0.000 0.000 0.000
H 1.9005 -1.1945 -5.8286 0.003 0.000 0.003
H -0.5822 -1.2678 -5.5567 -0.006 0.002 0.006
H -1.5451 -0.8432 -3.2907 -0.004 0.000 -0.011
Se -2.9282 -0.0099 -0.7956 -0.048 -0.042 0.008
P -2.4063 2.0573 -0.4594 -0.035 0.066 0.071
Se -0.3104 2.3316 -0.8070 0.035 0.053 -0.060
C -3.4313 3.1951 -1.4466 -0.020 -0.066 -0.040
C -2.9561 4.4651 -1.7548 -0.009 0.020 0.006
C -3.7632 5.3595 -2.4418 0.012 -0.005 0.006
C -5.0441 4.9870 -2.8269 0.003 -0.003 -0.002
C -5.5145 3.7155 -2.5309 -0.014 -0.005 -0.006
C -4.7093 2.8186 -1.8436 0.010 0.011 -0.024
C -2.8564 2.5316 1.2442 0.083 0.008 0.013
C -4.0928 2.1511 1.7591 0.004 0.004 0.007
C -4.4463 2.5107 3.0492 -0.023 -0.018 -0.019
C -3.5652 3.2460 3.8325 0.024 0.014 -0.003
C -2.3305 3.6167 3.3240 -0.012 -0.008 0.021
C -1.9738 3.2601 2.0308 0.003 -0.031 0.010
H -1.9492 4.7433 -1.4672 0.003 -0.001 0.007
H -3.3884 6.3465 -2.6819 -0.002 -0.003 -0.002
H -5.6720 5.6849 -3.3666 0.001 0.000 0.000
H -6.5078 3.4173 -2.8423 0.002 0.002 0.001
H -5.0608 1.8158 -1.6309 -0.004 0.007 0.005
H -4.7617 1.5461 1.1584 -0.015 0.004 0.002
H -5.4041 2.2032 3.4504 0.002 0.002 -0.003
H -3.8363 3.5133 4.8463 -0.002 -0.002 -0.001
H -1.6293 4.1640 3.9408 0.001 -0.002 -0.003
H -0.9950 3.5100 1.6413 0.001 0.007 -0.002
C 0.8050 -3.1100 1.3659 0.003 -0.018 0.004
C -0.1273 -3.3143 0.1712 -0.030 0.013 0.035
O -0.6701 -2.1788 -0.3520 0.007 -0.104 -0.036
C 0.6560 -4.0405 -0.9508 -0.021 0.003 -0.005
F 1.7230 -3.3105 -1.3156 -0.002 0.016 0.000
F -0.0775 -4.2335 -2.0578 0.001 0.002 0.003
F 1.1239 -5.2496 -0.5744 0.000 -0.002 -0.001
C -1.3213 -4.1880 0.6298 0.009 0.018 0.014
F -2.1772 -4.4678 -0.3641 -0.003 -0.003 -0.001
F -0.9420 -5.3704 1.1620 -0.001 -0.010 0.000
F -2.0169 -3.5437 1.5794 -0.004 -0.003 0.000
H 1.6570 -2.5076 1.0594 0.003 0.020 -0.005
H 1.1604 -4.0631 1.7565 0.006 0.004 0.000
H 0.2655 -2.5740 2.1440 0.007 -0.012 0.005
```
Positions in Å, forces in eV/Å.

Properties
Energy ... -8257.77484 hartree
Charge ... -1
LUMO energy (spin up / spin down) ... 2.29 / 2.29 eV
Relative energy (zero: lowest compared OMol25 entry of this formula, charge and spin) ... 46.68 kJ/mol
2S+1 ... 5

***

The following is a quantum chemistry calculation of a single CH2F3NO molecule at a distorted geometry, from the OMol25 dataset.

Structure (XYZ):
```
8
Properties=species:S:1:pos:R:3:forces:R:3
N -1.0266 -0.2830 0.3636 -2.765 2.676 -0.798
C 0.1764 0.2047 -0.0003 3.479 -0.528 3.093
F 1.2531 -0.4436 0.9934 -2.162 0.773 -2.263
F 0.4734 1.4790 0.2321 -0.571 -0.058 -1.138
O 0.3605 -0.3051 -1.2293 -1.670 -0.523 -0.341
F 1.5270 0.0181 -1.8399 2.016 0.829 -0.374
H -0.8986 -1.0056 0.9710 -0.108 -2.302 2.027
H -1.8652 0.3355 0.5094 1.782 -0.866 -0.207
```
Positions in Å, forces in eV/Å.

Properties
Energy ... -468.75303 hartree
Structure (SMILES) ... NC(F)(F)OF
LUMO energy ... 0.79 eV
Relative energy (zero: lowest compared OMol25 entry of this formula, charge and spin) ... 237.88 kJ/mol
2S+1 ... 1